Arrangement 1

{"formula": "CH3N2S", "method": "wB97M-V/def2-TZVPD", "elements": ["C", "N", "N", "S", "H", "H", "H"], "coordinates": [[-0.666, 0.377, -0.444], [-1.242, -0.708, -1.177], [0.003, 0.691, 0.621], [-1.388, 1.017, -1.825], [0.312, -1.436, -1.691], [0.586, 0.098, 1.217], [-0.062, 1.644, 0.925]], "total_charge": 1, "gap_ev": [8.706, 7.964], "lumo_energy_ev": [-6.47, -7.08], "e_homo_ev": [-15.1714, -15.0468], "spin_multiplicity": 1}

Arrangement 2

{"formula": "CH3N2S", "method": "wB97M-V/def2-TZVPD", "elements": ["C", "N", "N", "S", "H", "H", "H"], "coordinates": [[1.099, 0.213, -0.063], [1.552, -1.031, -0.026], [-0.715, 0.749, 0.263], [2.669, 0.462, 0.101], [1.507, -1.729, 0.701], [-1.190, -0.110, 0.131], [-0.779, 1.519, -0.348]], "total_charge": 1, "gap_ev": 8.944, "lumo_energy_ev": -6.96, "e_homo_ev": -15.9036, "spin_multiplicity": 1}

Least stable = arrangement 2

Arrangement 1

{"formula": "C39H40CaIN4O4S3Se", "method": "wB97M-V/def2-TZVPD", "elements": ["Ca", "I", "C", "C", "C", "C", "C", "C", "C", "C", "C", "C", "H", "H", "H", "H", "H", "H", "O", "S", "C", "C", "C", "C", "S", "O", "C", "C", "C", "C", "C", "C", "C", "C", "C", "C", "C", "C", "H", "H", "H", "H", "H", "H", "H", "H", "H", "H", "H", "H", "H", "H", "H", "H", "H", "H", "Se", "O", "C", "N", "C", "O", "C", "C", "C", "C", "N", "C", "H", "H", "H", "H", "H", "H", "H", "H", "C", "C", "C", "C", "N", "C", "S", "N", "C", "H", "H", "H", "H", "H", "H", "H", "H"], "coordinates": [[0.047, 1.077, -0.303], [-1.763, 3.744, 0.258], [-0.651, 3.942, 2.036], [-1.216, 4.636, 3.067], [-0.464, 4.892, 4.236], [0.837, 4.494, 4.310], [1.438, 3.781, 3.242], [2.811, 3.430, 3.285], [3.383, 2.788, 2.228], [2.588, 2.384, 1.122], [1.232, 2.632, 1.024], [0.684, 3.429, 2.088], [-2.231, 5.001, 2.988], [-0.922, 5.432, 5.056], [1.436, 4.727, 5.184], [3.395, 3.709, 4.156], [4.447, 2.567, 2.245], [3.091, 1.864, 0.307], [0.399, -0.727, 1.309], [-0.402, -1.812, 1.993], [-1.091, -2.912, 0.673], [-0.887, -2.367, -0.743], [0.162, -3.115, -1.560], [1.594, -2.903, -1.066], [2.352, -1.405, -1.744], [1.651, -0.210, -1.168], [3.885, -1.542, -0.845], [4.028, -0.841, 0.340], [5.223, -0.945, 1.039], [6.249, -1.744, 0.554], [6.092, -2.438, -0.641], [4.907, -2.331, -1.353], [0.853, -2.912, 2.645], [2.153, -2.447, 2.726], [3.137, -3.266, 3.267], [2.811, -4.527, 3.743], [1.494, -4.971, 3.688], [0.509, -4.163, 3.145], [-2.150, -2.976, 0.930], [-0.635, -3.894, 0.804], [-0.575, -1.332, -0.715], [-1.834, -2.342, -1.277], [0.080, -2.784, -2.600], [-0.051, -4.188, -1.555], [2.266, -3.694, -1.410], [1.667, -2.831, 0.022], [3.216, -0.220, 0.695], [5.348, -0.392, 1.962], [7.180, -1.820, 1.101], [6.899, -3.048, -1.025], [4.783, -2.848, -2.298], [2.378, -1.454, 2.359], [4.159, -2.912, 3.313], [3.579, -5.165, 4.161], [1.234, -5.949, 4.073], [-0.519, -4.505, 3.112], [-2.194, 0.578, -2.248], [-3.912, 1.673, -4.736], [-2.802, 1.852, -5.577], [-1.694, 2.362, -4.803], [-0.756, 3.210, -5.239], [-0.726, 3.751, -6.341], [0.306, 3.457, -4.205], [0.944, 4.678, -4.100], [1.850, 4.868, -3.065], [2.066, 3.831, -2.169], [1.479, 2.640, -2.282], [0.637, 2.461, -3.297], [-3.586, 1.188, -3.953], [-3.057, 2.566, -6.358], [-2.511, 0.902, -6.042], [-1.620, 1.924, -3.871], [0.712, 5.460, -4.813], [2.357, 5.814, -2.929], [2.718, 3.959, -1.312], [0.161, 1.488, -3.357], [-5.668, -0.420, -1.933], [-5.347, -0.802, -0.528], [-6.029, -1.745, 0.193], [-5.518, -2.086, 1.455], [-4.496, -1.474, 2.013], [-3.891, -0.448, 1.344], [-2.696, 0.493, 2.060], [-4.294, -0.199, 0.054], [-6.142, -3.208, 2.236], [-6.586, -0.908, -2.260], [-4.821, -0.711, -2.562], [-5.766, 0.660, -2.031], [-6.886, -2.249, -0.230], [-3.610, 0.313, -0.581], [-7.207, -3.024, 2.388], [-5.651, -3.299, 3.202], [-6.049, -4.149, 1.690]], "total_charge": -1, "gap_ev": 5.260, "lumo_energy_ev": 1.86, "e_homo_ev": -3.4001, "spin_multiplicity": 1}

Arrangement 2

{"formula": "C39H40CaIN4O4S3Se", "method": "wB97M-V/def2-TZVPD", "elements": ["Ca", "I", "C", "C", "C", "C", "C", "C", "C", "C", "C", "C", "H", "H", "H", "H", "H", "H", "O", "S", "C", "C", "C", "C", "S", "O", "C", "C", "C", "C", "C", "C", "C", "C", "C", "C", "C", "C", "H", "H", "H", "H", "H", "H", "H", "H", "H", "H", "H", "H", "H", "H", "H", "H", "H", "H", "Se", "O", "C", "N", "C", "O", "C", "C", "C", "C", "N", "C", "H", "H", "H", "H", "H", "H", "H", "H", "C", "C", "C", "C", "N", "C", "S", "N", "C", "H", "H", "H", "H", "H", "H", "H", "H"], "coordinates": [[-0.385, 0.313, 0.336], [2.936, -0.017, 0.140], [3.336, 2.046, 0.210], [4.650, 2.422, 0.206], [4.981, 3.793, 0.245], [3.987, 4.726, 0.292], [2.622, 4.344, 0.290], [1.607, 5.330, 0.328], [0.299, 4.948, 0.302], [-0.042, 3.577, 0.230], [0.874, 2.539, 0.202], [2.244, 2.966, 0.242], [5.433, 1.677, 0.177], [6.022, 4.091, 0.244], [4.227, 5.783, 0.328], [1.893, 6.375, 0.378], [-0.487, 5.696, 0.330], [-1.106, 3.355, 0.187], [-0.132, 0.207, 2.626], [-0.489, 0.169, 4.080], [-1.530, -1.285, 4.358], [-1.165, -2.474, 3.470], [-2.167, -2.601, 2.331], [-1.915, -3.696, 1.323], [-0.580, -3.333, 0.142], [-0.053, -1.927, 0.339], [0.709, -4.300, 0.962], [0.630, -5.688, 0.950], [1.633, -6.440, 1.539], [2.723, -5.810, 2.129], [2.808, -4.426, 2.119], [1.804, -3.668, 1.530], [0.997, -0.449, 4.869], [1.043, -0.619, 6.247], [2.210, -1.080, 6.832], [3.323, -1.353, 6.045], [3.270, -1.157, 4.673], [2.103, -0.699, 4.076], [-2.553, -0.951, 4.175], [-1.426, -1.481, 5.427], [-1.171, -3.384, 4.076], [-0.148, -2.362, 3.088], [-2.290, -1.666, 1.773], [-3.165, -2.791, 2.741], [-2.796, -3.736, 0.662], [-1.684, -4.662, 1.780], [-0.214, -6.178, 0.476], [1.569, -7.521, 1.533], [3.507, -6.400, 2.587], [3.658, -3.931, 2.572], [1.848, -2.586, 1.509], [0.179, -0.391, 6.860], [2.255, -1.222, 7.904], [4.235, -1.710, 6.506], [4.140, -1.355, 4.059], [2.043, -0.528, 3.010], [-3.233, -1.999, -0.997], [-4.476, -1.021, -4.494], [-5.508, -0.302, -3.860], [-5.043, 0.208, -2.597], [-5.230, 1.450, -2.156], [-5.937, 2.316, -2.678], [-4.492, 1.720, -0.878], [-5.011, 2.534, 0.103], [-4.304, 2.703, 1.295], [-3.100, 2.039, 1.438], [-2.583, 1.261, 0.483], [-3.256, 1.113, -0.659], [-4.006, -1.532, -3.805], [-6.378, -0.952, -3.697], [-5.802, 0.528, -4.503], [-4.450, -0.497, -2.081], [-5.958, 3.031, -0.072], [-4.684, 3.324, 2.095], [-2.518, 2.133, 2.351], [-2.780, 0.526, -1.433], [3.052, 3.753, -3.059], [1.611, 3.369, -3.007], [0.563, 4.235, -3.056], [-0.743, 3.695, -2.962], [-0.978, 2.409, -2.850], [0.057, 1.539, -2.802], [-0.151, -0.110, -2.597], [1.329, 2.051, -2.909], [-1.939, 4.593, -2.991], [3.158, 4.832, -2.972], [3.495, 3.429, -4.003], [3.602, 3.284, -2.240], [0.730, 5.300, -3.114], [2.071, 1.373, -2.796], [-1.722, 5.554, -2.522], [-2.783, 4.109, -2.502], [-2.225, 4.780, -4.029]], "total_charge": -1, "gap_ev": 3.937, "lumo_energy_ev": 1.83, "e_homo_ev": -2.1030, "spin_multiplicity": 1}

Least stable = arrangement 2

Arrangement 1

{"formula": "C2H10NO3", "method": "wB97M-V/def2-TZVPD", "elements": ["C", "N", "C", "O", "H", "H", "H", "H", "H", "H", "H", "H", "O", "H", "H", "O"], "coordinates": [[-1.067, -0.508, -2.157], [0.319, -0.147, -1.889], [0.540, 0.487, -0.626], [0.417, -0.402, 0.420], [-1.469, -1.218, -1.427], [-1.104, -0.943, -3.156], [-1.690, 0.388, -2.157], [0.908, -0.966, -1.959], [-0.191, 1.303, -0.501], [1.542, 0.943, -0.624], [-2.010, 0.174, 2.178], [-1.216, -0.237, 0.967], [-2.138, -0.141, 1.255], [1.518, 0.203, 1.600], [1.857, 1.457, 2.415], [2.109, 0.523, 2.303]], "gap_ev": [11.263, 7.102], "lumo_energy_ev": [0.75, -3.02], "e_homo_ev": [-10.5114, -10.1191], "spin_multiplicity": 2}

Arrangement 2

{"formula": "C2H10NO3", "method": "wB97M-V/def2-TZVPD", "elements": ["C", "N", "C", "O", "H", "H", "H", "H", "H", "H", "H", "H", "O", "H", "H", "O"], "coordinates": [[0.332, -0.087, -2.243], [1.007, -0.855, -1.181], [0.967, -0.262, 0.108], [-0.283, 0.160, 0.538], [0.822, -0.374, -3.167], [0.292, 0.977, -2.031], [-0.731, -0.345, -2.234], [0.712, -1.818, -1.231], [1.617, 0.626, 0.083], [1.386, -0.916, 0.881], [-1.671, 2.806, 0.456], [-0.917, 1.522, 0.850], [-0.964, 2.474, 1.018], [-1.380, -0.723, 2.782], [-0.372, -1.744, 2.288], [-0.816, -1.443, 3.083]], "gap_ev": [10.385, 7.157], "lumo_energy_ev": [0.62, -2.53], "e_homo_ev": [-9.7615, -9.6848], "spin_multiplicity": 2}

Least stable = arrangement 2

Arrangement 1

{"formula": "C4H6O2S", "method": "wB97M-V/def2-TZVPD", "elements": ["C", "C", "C", "C", "O", "O", "S", "H", "H", "H", "H", "H", "H"], "coordinates": [[-0.508, -0.983, -0.396], [0.791, -0.543, 0.344], [-1.680, -0.438, 0.418], [0.975, 0.984, 0.124], [0.431, 1.814, 0.811], [1.700, 1.380, -0.985], [-2.895, 0.321, -0.301], [-0.747, -0.582, -1.447], [-0.404, -2.136, -0.247], [0.774, -0.468, 1.471], [1.573, -1.038, -0.080], [-1.398, -0.591, 1.521], [1.389, 2.279, -1.235]], "gap_ev": [7.496, 7.831], "lumo_energy_ev": [0.77, -2.40], "e_homo_ev": [-6.7253, -10.2285], "spin_multiplicity": 3}

Arrangement 2

{"formula": "C4H6O2S", "method": "wB97M-V/def2-TZVPD", "elements": ["C", "C", "C", "C", "O", "O", "S", "H", "H", "H", "H", "H", "H"], "coordinates": [[-1.470, 0.326, 0.544], [0.308, -0.938, -0.605], [-0.201, 0.418, -0.133], [0.862, 1.291, 0.261], [-2.104, -0.014, 1.476], [-0.066, -2.006, 0.307], [-1.744, 1.046, -1.001], [0.095, -1.107, -1.616], [1.436, -0.843, -0.452], [0.823, 1.491, 1.312], [0.946, 2.276, -0.323], [1.767, 0.699, 0.241], [-0.653, -2.638, -0.013]], "gap_ev": [5.594, 5.709], "lumo_energy_ev": [0.52, -3.48], "e_homo_ev": [-5.0697, -9.1881], "spin_multiplicity": 3}

Least stable = arrangement 2